[1]
Entry from the Open Molecules 2025 dataset: one molecule with the formula HN3O2 in a non-equilibrium geometry (wB97M-V/def2-TZVPD).

Cartesian coordinates (Å):
1 O -1.506 -0.578 0.967
2 O -1.086 1.438 0.288
3 N 0.528 -0.139 0.189
4 N 0.891 -0.366 -0.951
5 N -0.792 0.265 0.456
6 H 1.965 -0.620 -0.950

Calculated values
**2S+1**: 1
**Molecular weight**: 75.03 g/mol
**Orbital gap**: 10.2 eV
**ΔE to the lowest compared entry with this formula, charge and spin**: 3.3971 eV

---

[2]
Entry from the Open Molecules 2025 dataset: a 2-piece molecular cluster, C2H6NO3 overall in a non-equilibrium geometry (wB97M-V/def2-TZVPD).

Cartesian coordinates (Å):
1 O -0.639 -2.001 -1.319
2 O 2.438 1.228 0.744
3 O -1.164 0.908 1.711
4 N -0.301 0.347 -0.340
5 C -0.728 0.093 0.881
6 C -0.128 -0.917 -1.645
7 H -0.310 1.341 -0.561
8 H 2.042 0.739 0.009
9 H 1.701 1.202 1.370
10 H -0.606 -0.263 -2.416
11 H 0.975 -0.792 -1.771
12 H -0.650 -0.970 1.165

Calculated values
**Net charge**: -1
**2S+1**: 1
**Molecular weight**: 92.07 g/mol
**Orbital gap**: 8.3 eV
**ΔE to the lowest compared entry with this formula, charge and spin**: 1.8498 eV

---

[3]
Entry from the Open Molecules 2025 dataset: one molecule with the formula C5H11N3 in a non-equilibrium geometry (wB97M-V/def2-TZVPD).

Cartesian coordinates (Å):
1 N -1.539 1.463 -0.105
2 N -2.413 -0.537 -0.045
3 N -2.596 0.593 -0.431
4 C -1.105 -0.665 0.509
5 C -0.363 -1.981 0.226
6 C 0.305 0.440 -1.301
7 C 0.632 1.108 1.129
8 C -0.380 0.633 0.088
9 H 1.358 1.809 0.704
10 H 1.335 0.138 -1.196
11 H -1.607 2.340 -0.620
12 H -0.880 -2.987 0.170
13 H 1.155 0.110 1.341
14 H 0.457 -2.182 0.955
15 H -0.053 -1.992 -0.827
16 H 0.177 1.298 2.095
17 H -1.325 -0.738 1.628
18 H 0.271 1.334 -1.844
19 H -0.298 -0.326 -1.728

Calculated values
**2S+1**: 1
**Molecular weight**: 113.16 g/mol
**Orbital gap**: 10.0 eV
**ΔE to the lowest compared entry with this formula, charge and spin**: 2.3462 eV

---

[4]
Entry from the Open Molecules 2025 dataset: an isolated ion of composition C11H12BFN3O5S and charge -1 in a non-equilibrium geometry (wB97M-V/def2-TZVPD).

Cartesian coordinates (Å):
1 S -0.044 -1.152 -1.744
2 F -3.592 -1.908 -1.865
3 O 0.842 0.467 0.947
4 O -5.133 -0.406 -1.519
5 O -1.010 1.933 1.105
6 O -2.577 1.027 -1.040
7 O 2.253 -0.238 -2.486
8 N -3.611 -0.607 0.152
9 N 3.731 -0.938 -1.079
10 N 2.519 -1.455 -0.681
11 C -2.585 0.410 -0.019
12 C -1.605 0.673 1.139
13 C -0.323 -1.771 1.035
14 C 3.573 -0.238 -2.107
15 C -0.612 -2.241 -0.422
16 C -4.170 -0.952 -1.105
17 C 3.481 2.188 1.896
18 C 1.695 -1.002 -1.551
19 C 1.397 2.919 0.355
20 C 2.545 2.578 1.243
21 C -0.306 -0.248 1.323
22 B 0.271 1.715 0.382
23 H -3.274 -1.414 0.671
24 H -2.203 0.626 2.065
25 H -0.086 1.506 -0.772
26 H 0.648 -2.181 1.340
27 H -0.177 -3.242 -0.555
28 H 4.206 1.622 2.433
29 H 4.294 0.335 -2.665
30 H -1.070 -2.241 1.698
31 H -1.690 -2.389 -0.532
32 H -0.206 -0.234 2.432
33 H 1.818 2.939 -0.661
34 H 1.002 3.916 0.586

Calculated values
**Net charge**: -1
**2S+1**: 1
**Molecular weight**: 328.11 g/mol
**Orbital gap**: 7.2 eV

---

Which formula does entry 3 have? C5H11N3